Record 1
# C34H61BrN4O9P

A 5-piece molecular cluster, C34H61BrN4O9P overall in a non-equilibrium geometry (ωB97M-V with the def2-TZVPD basis set, the OMol25 dataset).

**LUMO energy**: -2.79 eV
**Net charge**: +1
**Relative energy (zero: lowest compared OMol25 entry of this formula, charge and spin)**: 0.00 kcal per mole
**E_HOMO**: -0.3790 hartree
**HOMO-LUMO gap**: 7.52 eV
**2S+1**: 1

Cartesian coordinates (Å):
Br  2.192  -1.699  0.432
P  -0.842  3.278  -3.221
O  9.221  -0.100  -0.653
O  -0.186  2.867  -4.614
O  -2.512  -0.505  0.933
O  -5.259  -3.477  0.073
O  3.420  1.775  2.364
O  -0.329  4.740  -2.883
O  -2.281  3.095  -3.198
O  -5.084  -8.486  0.582
O  5.293  3.486  -0.958
N  -0.726  1.194  -1.472
N  -0.264  -0.353  0.277
N  1.100  2.415  -1.314
N  1.164  1.411  -0.402
C  -3.434  1.680  0.409
C  -4.399  2.389  -0.315
C  -6.780  -5.250  0.518
C  -6.409  -9.201  -1.263
C  0.090  -1.583  2.418
C  -5.360  1.743  -1.092
C  -2.225  3.848  0.915
C  9.711  -1.505  1.204
C  -6.458  -0.335  -1.992
C  -5.487  -4.498  0.684
C  -2.430  2.367  1.295
C  0.685  -0.757  1.288
C  5.107  4.614  -3.127
C  8.831  -0.951  0.111
C  7.428  -1.503  0.013
C  3.367  2.951  2.665
C  -4.424  -0.367  -0.494
C  -5.271  -9.318  -0.278
C  2.766  3.663  -2.759
C  -0.075  2.236  -1.930
C  -2.855  2.284  2.787
C  -4.489  -5.084  1.650
C  5.863  3.599  -2.256
C  2.178  3.398  -1.391
C  -4.377  -10.524  -0.414
C  -3.472  0.293  0.276
C  4.453  3.629  3.451
C  -1.549  -1.014  0.048
C  -5.403  0.349  -1.186
C  3.695  4.888  -2.641
C  0.046  0.685  -0.496
C  -0.296  -0.723  3.630
C  5.442  2.166  -0.444
C  2.189  3.781  2.230
H  5.912  2.624  -2.744
H  0.866  -2.265  2.743
H  2.969  3.003  -0.762
H  1.086  0.146  1.736
H  1.657  4.201  3.084
H  -4.432  -1.442  -0.556
H  1.512  3.131  1.675
H  -1.857  -0.897  -0.982
H  1.850  4.330  -0.943
H  -1.252  -1.037  4.031
H  7.454  -2.579  -0.168
H  3.768  5.171  -1.596
H  6.893  3.938  -2.153
H  6.916  -1.016  -0.814
H  2.015  3.887  -3.510
H  -3.864  1.907  2.903
H  9.260  -1.319  2.179
H  6.485  1.865  -0.521
H  5.136  4.297  -4.165
H  -2.197  1.601  3.315
H  0.427  -0.853  4.427
H  -4.212  -6.090  1.331
H  3.335  2.808  -3.115
H  -6.089  2.320  -1.639
H  9.838  -2.581  1.072
H  5.234  2.911  3.688
H  1.959  1.286  0.215
H  -6.019  -9.158  -2.281
H  -6.979  -8.297  -1.062
H  4.046  4.033  4.379
H  -3.603  -10.492  0.349
H  6.886  -1.307  0.939
H  -7.416  -4.736  -0.200
H  -7.363  -0.501  -1.411
H  -4.438  3.465  -0.290
H  -6.126  -1.309  -2.338
H  -1.414  -2.066  0.266
H  3.279  5.750  -3.154
H  -2.747  3.244  3.280
H  -4.961  -11.438  -0.292
H  4.868  1.465  -1.062
H  -7.299  -5.313  1.475
H  -7.070  -10.064  -1.173
H  -6.743  0.261  -2.853
H  5.096  2.116  0.580
H  -1.440  1.919  1.241
H  -0.335  0.336  3.395
H  -3.003  4.464  1.352
H  -0.739  -2.205  2.107
H  -3.601  -4.455  1.682
H  -3.908  -10.533  -1.399
H  -2.222  3.954  -0.167
H  0.542  2.241  -4.502
H  -0.519  5.311  -3.643
H  -6.567  -6.258  0.160
H  -4.924  -5.139  2.648
H  2.529  4.591  1.581
H  4.881  4.445  2.866
H  10.685  -1.024  1.163
H  -1.257  4.200  1.266
H  5.645  5.559  -3.099



Record 2
# C30H36N7O2PtSi

C30H36N7O2PtSi as an isolated structure (ωB97M-V with the def2-TZVPD basis set, the OMol25 dataset).

**LUMO energy**: -2.34 eV
**Net charge**: +1
**Relative energy (zero: lowest compared OMol25 entry of this formula, charge and spin)**: 3.77 kcal per mole
**E_HOMO**: -0.3965 hartree
**HOMO-LUMO gap**: 8.44 eV
**2S+1**: 1

Cartesian coordinates (Å):
Pt  -0.119  0.133  1.465
Si  0.431  0.536  -1.771
O  -1.548  1.599  1.545
O  -0.413  0.017  -0.492
N  0.055  0.187  3.456
N  2.076  -0.975  3.593
N  -3.351  0.900  0.306
N  3.357  -2.155  2.082
N  1.381  -1.150  1.365
N  -3.939  -0.254  2.797
N  1.149  -0.120  5.503
C  -0.714  0.487  -3.256
C  -3.284  -0.539  0.482
C  2.672  -2.885  -2.498
C  -2.758  1.286  -4.296
C  -2.930  3.255  0.624
C  4.118  -2.728  3.186
C  -2.513  0.490  -5.408
C  1.920  4.142  -0.276
C  1.884  -0.619  -2.097
C  3.960  -2.409  -2.711
C  1.230  3.087  -2.743
C  -0.484  -0.297  -4.385
C  -1.375  -0.299  -5.453
C  2.075  4.909  -1.422
C  3.187  -0.164  -2.310
C  2.241  -1.429  2.290
C  -5.415  -2.610  2.820
C  1.730  4.380  -2.657
C  4.217  -1.048  -2.611
C  1.650  -1.998  -2.187
C  1.422  2.849  -0.370
C  -1.866  1.282  -3.236
C  3.698  -2.542  0.717
C  -5.323  -1.825  3.959
C  -4.765  -2.192  1.670
C  -4.578  -0.659  3.892
C  1.019  -0.287  4.153
C  -4.038  -1.009  1.705
C  -2.566  1.818  0.846
C  1.066  2.295  -1.603
H  3.397  0.899  -2.255
H  3.091  -3.380  0.369
H  2.464  -3.944  -2.589
H  4.780  -3.489  2.785
H  0.406  -0.913  -4.441
H  -4.493  -0.015  4.761
H  -4.139  1.253  -0.212
H  -2.072  3.762  0.186
H  -1.177  -0.914  -6.322
H  3.567  -1.700  0.036
H  -3.688  -0.999  -0.418
H  4.746  -1.985  3.687
H  1.846  4.974  -3.554
H  1.515  -0.888  6.041
H  2.462  5.918  -1.353
H  1.552  -1.559  0.453
H  5.219  -0.673  -2.782
H  0.955  2.691  -3.714
H  1.304  2.266  0.538
H  -4.826  -2.768  0.756
H  -2.239  -0.833  0.538
H  -3.638  1.917  -4.266
H  -0.702  0.607  3.981
H  4.757  -3.095  -2.966
H  -3.206  0.492  -6.240
H  2.186  4.552  0.691
H  0.434  0.411  5.971
H  3.465  -3.210  3.915
H  -5.996  -3.523  2.822
H  0.644  -2.378  -2.036
H  4.745  -2.830  0.689
H  -2.058  1.923  -2.381
H  -3.803  3.382  -0.013
H  2.894  -1.021  4.177
H  -5.823  -2.102  4.876
H  -3.126  3.710  1.595



What is the formula in the second record? C30H36N7O2PtSi



Copy entry 2 word for word.
# C30H36N7O2PtSi

C30H36N7O2PtSi as an isolated structure (ωB97M-V with the def2-TZVPD basis set, the OMol25 dataset).

**LUMO energy**: -2.34 eV
**Net charge**: +1
**Relative energy (zero: lowest compared OMol25 entry of this formula, charge and spin)**: 3.77 kcal per mole
**E_HOMO**: -0.3965 hartree
**HOMO-LUMO gap**: 8.44 eV
**2S+1**: 1

Cartesian coordinates (Å):
Pt  -0.119  0.133  1.465
Si  0.431  0.536  -1.771
O  -1.548  1.599  1.545
O  -0.413  0.017  -0.492
N  0.055  0.187  3.456
N  2.076  -0.975  3.593
N  -3.351  0.900  0.306
N  3.357  -2.155  2.082
N  1.381  -1.150  1.365
N  -3.939  -0.254  2.797
N  1.149  -0.120  5.503
C  -0.714  0.487  -3.256
C  -3.284  -0.539  0.482
C  2.672  -2.885  -2.498
C  -2.758  1.286  -4.296
C  -2.930  3.255  0.624
C  4.118  -2.728  3.186
C  -2.513  0.490  -5.408
C  1.920  4.142  -0.276
C  1.884  -0.619  -2.097
C  3.960  -2.409  -2.711
C  1.230  3.087  -2.743
C  -0.484  -0.297  -4.385
C  -1.375  -0.299  -5.453
C  2.075  4.909  -1.422
C  3.187  -0.164  -2.310
C  2.241  -1.429  2.290
C  -5.415  -2.610  2.820
C  1.730  4.380  -2.657
C  4.217  -1.048  -2.611
C  1.650  -1.998  -2.187
C  1.422  2.849  -0.370
C  -1.866  1.282  -3.236
C  3.698  -2.542  0.717
C  -5.323  -1.825  3.959
C  -4.765  -2.192  1.670
C  -4.578  -0.659  3.892
C  1.019  -0.287  4.153
C  -4.038  -1.009  1.705
C  -2.566  1.818  0.846
C  1.066  2.295  -1.603
H  3.397  0.899  -2.255
H  3.091  -3.380  0.369
H  2.464  -3.944  -2.589
H  4.780  -3.489  2.785
H  0.406  -0.913  -4.441
H  -4.493  -0.015  4.761
H  -4.139  1.253  -0.212
H  -2.072  3.762  0.186
H  -1.177  -0.914  -6.322
H  3.567  -1.700  0.036
H  -3.688  -0.999  -0.418
H  4.746  -1.985  3.687
H  1.846  4.974  -3.554
H  1.515  -0.888  6.041
H  2.462  5.918  -1.353
H  1.552  -1.559  0.453
H  5.219  -0.673  -2.782
H  0.955  2.691  -3.714
H  1.304  2.266  0.538
H  -4.826  -2.768  0.756
H  -2.239  -0.833  0.538
H  -3.638  1.917  -4.266
H  -0.702  0.607  3.981
H  4.757  -3.095  -2.966
H  -3.206  0.492  -6.240
H  2.186  4.552  0.691
H  0.434  0.411  5.971
H  3.465  -3.210  3.915
H  -5.996  -3.523  2.822
H  0.644  -2.378  -2.036
H  4.745  -2.830  0.689
H  -2.058  1.923  -2.381
H  -3.803  3.382  -0.013
H  2.894  -1.021  4.177
H  -5.823  -2.102  4.876
H  -3.126  3.710  1.595



Among the records above, which one has the highest relative energy (zero: lowest compared OMol25 entry of this formula, charge and spin)? C30H36N7O2PtSi